No. 1
DFT (ωB97M-V/def2-TZVPD) results for 2 unconnected molecules or ions with the total composition C9H10N2O2.

Values from the calculation:
**Energy relative to the best compared isomer or geometry (same formula, charge and spin)**: 592.22 kJ/mol
**Total charge**: 0
**LUMO level (spin up / spin down)**: -0.36 / -0.37 eV
**HOMO-LUMO gap (spin up / spin down)**: 5.86 / 5.85 eV
**HOMO energy (spin up / spin down)**: -6.2219 / -6.2208 eV
**Multiplicity**: 1

CARTESIAN COORDINATES (ANGSTROEM)
C  -3.125  -0.338  0.230
N  1.105  0.108  -1.236
H  1.357  -1.683  1.586
H  -2.936  -1.407  -0.274
C  0.794  -0.873  -0.282
C  3.237  0.572  0.020
O  -2.249  0.006  1.339
H  -2.549  0.385  -1.748
H  -4.239  -0.240  0.628
H  2.369  1.420  -2.015
O  -1.542  1.321  -0.287
H  -0.352  0.948  1.223
N  -1.304  -2.338  -0.571
H  3.490  1.653  0.423
C  -2.812  0.826  -0.778
C  2.225  0.707  -1.126
H  4.208  0.185  -0.549
C  2.701  -0.296  1.125
C  -1.258  0.682  0.785
H  3.309  -0.379  1.920
C  -0.318  -1.703  -0.472
H  -3.692  1.463  -0.835
C  1.584  -1.018  0.892

Mulliken atomic charge list, values in e, 8 entries: C -0.313; N -0.466; H 0.588; H 0.324; C -0.141; C -0.331; O -0.316; H 0.288


No. 2
DFT (ωB97M-V/def2-TZVPD) results for a single C9H10N2OS molecule.

Values from the calculation:
**Energy relative to the best compared isomer or geometry (same formula, charge and spin)**: 16.97 kJ/mol
**Total charge**: 0
**LUMO level**: 0.53 eV
**HOMO-LUMO gap**: 8.58 eV
**HOMO energy**: -8.0482 eV
**Multiplicity**: 1

CARTESIAN COORDINATES (ANGSTROEM)
C  3.112  0.482  0.240
N  -1.361  2.991  -0.066
H  0.212  -2.019  -0.479
N  -0.461  0.739  -0.323
H  -1.863  -1.161  1.253
H  -2.614  0.511  1.298
S  1.247  2.625  0.165
H  3.918  1.178  0.400
C  -2.446  -0.402  0.679
H  2.500  -2.823  -0.142
C  0.982  -1.313  -0.255
C  -0.417  2.113  -0.114
C  -1.697  0.069  -0.590
H  -2.370  0.801  -1.094
C  1.823  0.952  0.082
C  3.323  -0.898  0.206
C  2.276  -1.778  -0.035
H  -1.580  -0.756  -1.332
C  0.760  0.055  -0.171
H  -3.638  -1.745  -0.102
H  -2.288  2.531  -0.178
O  -3.751  -0.891  0.314
H  4.334  -1.265  0.245

Mulliken atomic charge list, values in e, 8 entries: C -0.421; N -0.790; H 0.376; N 0.244; H 0.259; H 0.275; S -0.262; H 0.393


No. 3
DFT (ωB97M-V/def2-TZVPD) results for a molecular structure, C9H10N2OTi.

Values from the calculation:
**Total charge**: 0
**LUMO level (spin up / spin down)**: -0.36 / -0.36 eV
**HOMO-LUMO gap (spin up / spin down)**: 7.80 / 7.80 eV
**HOMO energy (spin up / spin down)**: -8.1594 / -8.1588 eV
**Multiplicity**: 1

CARTESIAN COORDINATES (ANGSTROEM)
H  2.045  -2.210  0.397
C  0.902  -1.276  -1.295
H  -0.390  -2.952  1.314
H  1.690  -0.825  -1.900
C  0.000  0.000  3.823
O  0.000  0.000  5.094
H  -2.244  0.945  -0.910
H  -2.259  -2.023  -0.415
H  -1.918  2.092  0.537
C  -0.197  -2.393  0.397
H  -0.960  -0.701  -2.399
C  -0.427  2.045  -0.975
C  -1.178  -1.901  -0.508
H  2.210  1.561  0.842
Ti  0.000  0.000  0.507
N  0.000  0.000  2.507
H  1.565  2.238  -1.651
C  0.526  2.570  -1.718
N  1.341  1.014  0.819
C  -1.573  1.651  -0.406
H  0.273  3.368  -2.430
C  -0.495  -1.203  -1.548
C  1.088  -2.001  -0.083

Mulliken atomic charge list, values in e, 8 entries: H 0.352; C -0.377; H 0.475; H 0.409; C 0.663; O -0.604; H 0.314; H 0.392


no.,E (eV)
1,-16564.581
2,-25358.076
3,-37635.474